1.
{"formula": "C37H30CaF6N3O4P2S6SbSe2", "method": "ωB97M-V/def2-TZVPD", "elements": ["Ca", "F", "C", "F", "F", "S", "O", "O", "N", "S", "O", "O", "C", "F", "F", "F", "S", "Sb", "S", "S", "S", "Se", "Se", "C", "C", "C", "C", "C", "N", "C", "C", "C", "C", "C", "N", "H", "H", "H", "H", "H", "H", "H", "H", "C", "P", "C", "C", "C", "C", "C", "C", "C", "C", "C", "C", "C", "C", "P", "C", "C", "C", "C", "C", "C", "C", "C", "C", "C", "C", "C", "H", "H", "H", "H", "H", "H", "H", "H", "H", "H", "H", "H", "H", "H", "H", "H", "H", "H", "H", "H", "H", "H"], "positions_angstrom": [[0.011, -1.682, 0.761], [0.848, -4.975, 3.603], [0.545, -5.082, 2.330], [0.646, -6.373, 1.978], [-0.709, -4.709, 2.109], [1.777, -4.130, 1.309], [2.173, -2.955, 2.039], [2.767, -5.118, 0.989], [0.801, -3.768, 0.058], [1.500, -2.874, -1.060], [0.653, -1.730, -1.369], [2.904, -2.670, -0.878], [1.352, -3.937, -2.580], [0.942, -3.200, -3.609], [0.465, -4.913, -2.389], [2.522, -4.476, -2.874], [-2.080, 6.193, 0.152], [-0.293, 5.127, 1.102], [-0.872, 2.412, 1.907], [-1.394, 1.019, 0.631], [1.464, 5.205, -0.382], [-0.395, -1.765, 3.586], [-3.428, -0.251, 1.678], [-3.450, -1.741, 0.527], [-4.682, -2.313, 0.150], [-4.710, -3.381, -0.718], [-3.510, -3.857, -1.241], [-2.351, -3.242, -0.842], [-2.294, -2.216, 0.042], [0.842, -0.370, 3.267], [1.295, 0.497, 4.277], [2.172, 1.512, 3.958], [2.611, 1.662, 2.645], [2.134, 0.781, 1.708], [1.270, -0.212, 1.998], [-5.586, -1.879, 0.556], [-5.654, -3.832, -1.007], [-3.475, -4.689, -1.932], [-1.406, -3.581, -1.242], [0.919, 0.359, 5.280], [2.505, 2.204, 4.725], [3.277, 2.464, 2.354], [2.426, 0.869, 0.669], [-0.968, -0.003, -4.541], [-0.797, 0.474, -2.724], [-1.545, 2.154, -2.753], [-2.815, 2.280, -2.188], [-3.466, 3.507, -2.173], [-2.843, 4.629, -2.701], [-1.577, 4.519, -3.259], [-0.936, 3.289, -3.294], [0.992, 0.918, -2.629], [1.974, 0.152, -3.264], [3.319, 0.448, -3.112], [3.713, 1.523, -2.318], [2.753, 2.271, -1.647], [1.404, 1.953, -1.782], [-0.705, 1.218, -5.899], [1.121, 1.101, -6.165], [1.756, -0.089, -6.534], [3.128, -0.123, -6.742], [3.888, 1.035, -6.581], [3.268, 2.221, -6.223], [1.888, 2.255, -6.028], [-1.196, 0.193, -7.364], [-0.820, 0.684, -8.624], [-1.178, 0.025, -9.790], [-1.941, -1.141, -9.727], [-2.344, -1.622, -8.493], [-1.980, -0.958, -7.320], [-2.023, -0.275, -4.612], [-0.369, -0.902, -4.710], [-3.275, 1.416, -1.719], [-4.443, 3.597, -1.714], [-3.333, 5.593, -2.643], [-1.074, 5.396, -3.651], [0.069, 3.224, -3.690], [1.690, -0.701, -3.870], [4.063, -0.157, -3.621], [4.765, 1.765, -2.209], [3.022, 3.121, -1.025], [0.673, 2.541, -1.232], [1.170, -0.995, -6.660], [3.607, -1.052, -7.031], [4.961, 1.004, -6.730], [3.852, 3.126, -6.094], [1.402, 3.189, -5.760], [-0.229, 1.594, -8.679], [-0.866, 0.418, -10.751], [-2.219, -1.662, -10.635], [-2.946, -2.522, -8.433], [-2.309, -1.356, -6.367]], "forces_ev_per_a": [[-2.33, 2.10, 2.27], [0.08, 0.04, 0.28], [-0.17, -0.23, -0.46], [-0.07, -0.05, 0.03], [-0.08, 0.07, 0.10], [1.04, -0.74, 0.49], [-0.35, -0.46, -0.56], [-0.15, 0.23, -0.06], [0.73, 0.20, -0.16], [1.31, -0.97, -1.59], [0.52, -0.89, -0.15], [-0.28, 0.17, -0.08], [-0.27, 0.03, 0.01], [0.04, 0.05, -0.14], [-0.07, -0.10, -0.06], [0.18, -0.12, -0.05], [-0.02, -0.01, 0.12], [0.15, 0.69, 0.03], [-0.09, -0.30, -0.05], [-0.90, -0.68, 0.42], [-0.06, -0.05, 0.01], [-0.19, 0.05, 0.40], [0.62, 0.54, -0.47], [0.06, 0.04, -0.21], [0.07, -0.05, 0.06], [-0.14, 0.14, 0.14], [-0.03, -0.08, -0.02], [0.05, 0.45, 0.35], [-0.25, -0.69, -0.57], [0.13, 0.15, -0.23], [0.02, -0.02, -0.17], [-0.05, -0.11, 0.13], [0.12, 0.10, 0.11], [-0.35, -0.37, 0.04], [0.88, 0.78, 0.45], [-0.04, -0.05, -0.06], [0.05, 0.05, 0.03], [0.00, 0.05, -0.02], [0.06, -0.01, 0.06], [0.01, 0.02, 0.04], [-0.02, -0.04, -0.03], [-0.05, -0.02, -0.02], [-0.01, -0.01, -0.05], [0.06, 0.13, 0.23], [0.18, 0.72, -0.54], [-0.17, -0.10, 0.02], [0.01, 0.05, -0.08], [0.00, -0.06, -0.08], [-0.05, -0.06, -0.07], [0.03, -0.09, -0.13], [-0.11, 0.02, 0.14], [0.10, -0.03, 0.27], [0.01, 0.02, 0.08], [0.01, 0.04, 0.03], [-0.12, -0.04, 0.02], [0.02, -0.07, -0.07], [-0.04, -0.16, -0.16], [0.18, -0.19, -0.08], [0.00, 0.07, -0.10], [0.11, 0.08, -0.01], [-0.08, 0.09, 0.01], [-0.10, -0.06, 0.00], [-0.10, 0.00, -0.02], [0.04, -0.02, 0.00], [-0.09, 0.13, -0.12], [-0.06, -0.11, 0.02], [-0.03, -0.05, 0.10], [0.06, 0.11, 0.07], [0.02, 0.05, 0.07], [0.05, -0.03, -0.07], [-0.06, -0.13, 0.02], [-0.11, -0.11, -0.01], [-0.01, 0.04, -0.02], [0.06, -0.01, 0.04], [0.08, -0.05, 0.02], [-0.02, -0.04, 0.11], [-0.01, 0.02, -0.02], [0.02, 0.07, -0.01], [-0.05, 0.02, 0.03], [-0.05, -0.02, -0.02], [-0.07, -0.13, -0.03], [0.12, 0.07, -0.07], [0.03, 0.06, 0.00], [-0.01, 0.03, 0.03], [-0.04, 0.00, 0.00], [-0.04, -0.05, 0.02], [0.04, -0.08, 0.02], [-0.02, -0.07, -0.01], [0.00, -0.01, 0.05], [0.00, 0.01, 0.01], [0.03, 0.04, 0.01], [0.04, 0.00, -0.07]], "mulliken_charge": [1.0156, -0.1992, 0.5510, -0.2516, -0.1723, 1.1429, -0.4156, -0.6697, -0.4264, 1.1653, 0.3772, -0.6313, 0.2791, -0.1441, -0.2139, -0.2230, -0.7288, 0.4579, -0.3177, 0.0496, -0.7140, -0.3037, -0.0739, -0.2322, -0.7993, -0.3273, -0.8680, -0.4110, 0.2967, 0.2761, -0.7052, -0.3384, -0.6291, -0.6655, 0.2389, 0.4277, 0.3575, 0.4689, 0.3392, 0.4223, 0.3450, 0.5035, 0.3096, -1.5142, 0.1903, 0.7991, -0.6967, -0.4817, -0.6449, -0.9127, 0.1978, 0.9198, -0.4481, -0.7474, -1.0150, -0.5919, -0.3082, -0.0512, 0.4917, -0.3245, -0.6564, -0.4673, -0.5157, -0.3731, 0.5169, -0.3894, -0.6246, -0.4223, -0.6375, -0.2661, 0.8664, 0.6796, 0.2272, 0.3646, 0.4147, 0.3727, 0.3623, 0.2888, 0.4782, 0.3496, 0.1877, 0.2014, 0.4186, 0.3678, 0.3736, 0.4236, 0.3197, 0.3371, 0.3664, 0.3598, 0.3655, 0.2853], "charge": -2, "e_homo_ev": -1.487, "homo_lumo_gap_ev": 4.95, "de_lowest_kj_mol": 287.9}

---

2.
{"formula": "C37H30Cl2MnN3P2SSe", "method": "ωB97M-V/def2-TZVPD", "elements": ["Mn", "Cl", "C", "C", "C", "C", "C", "Cl", "C", "S", "H", "H", "H", "C", "N", "P", "C", "C", "C", "C", "C", "C", "C", "C", "C", "C", "C", "C", "P", "C", "C", "C", "C", "C", "C", "C", "C", "C", "C", "C", "C", "H", "H", "H", "H", "H", "H", "H", "H", "H", "H", "H", "H", "H", "H", "H", "H", "H", "H", "H", "H", "H", "H", "H", "Se", "N", "C", "C", "C", "C", "C", "C", "N", "H", "H", "H", "H"], "positions_angstrom": [[0.311, -1.272, -0.969], [2.094, -1.549, -2.652], [3.216, -2.624, -1.763], [4.453, -2.757, -2.360], [5.393, -3.562, -1.736], [5.065, -4.190, -0.547], [3.811, -4.019, 0.015], [3.492, -4.832, 1.510], [2.811, -3.226, -0.571], [1.229, -3.100, 0.188], [4.671, -2.247, -3.284], [6.370, -3.694, -2.174], [5.779, -4.822, -0.041], [-0.319, 2.462, -1.850], [-0.195, 2.016, -0.443], [1.461, 1.445, -0.272], [2.407, 2.958, -0.571], [1.954, 4.220, -0.191], [2.760, 5.329, -0.379], [4.025, 5.183, -0.936], [4.479, 3.931, -1.316], [3.667, 2.818, -1.141], [1.648, 1.189, 1.509], [1.206, 2.098, 2.472], [1.418, 1.847, 3.812], [2.094, 0.693, 4.204], [2.550, -0.204, 3.256], [2.324, 0.042, 1.906], [-1.206, 0.657, -0.136], [-1.448, 0.542, 1.645], [-0.964, -0.571, 2.318], [-1.152, -0.697, 3.687], [-1.832, 0.289, 4.385], [-2.327, 1.403, 3.716], [-2.141, 1.527, 2.351], [-2.819, 1.110, -0.815], [-3.573, 0.154, -1.481], [-4.852, 0.455, -1.928], [-5.383, 1.714, -1.710], [-4.637, 2.678, -1.044], [-3.364, 2.378, -0.594], [0.362, 3.296, -2.014], [-1.332, 2.791, -2.062], [-0.056, 1.664, -2.560], [0.969, 4.333, 0.241], [2.406, 6.308, -0.089], [4.653, 6.051, -1.079], [5.460, 3.818, -1.754], [4.017, 1.841, -1.449], [0.683, 2.995, 2.169], [1.063, 2.545, 4.556], [2.262, 0.501, 5.254], [3.075, -1.100, 3.555], [2.666, -0.681, 1.169], [-0.399, -1.351, 1.796], [-0.759, -1.560, 4.204], [-1.985, 0.191, 5.450], [-2.860, 2.171, 4.256], [-2.538, 2.394, 1.842], [-3.170, -0.833, -1.653], [-5.430, -0.297, -2.447], [-6.380, 1.950, -2.055], [-5.047, 3.663, -0.876], [-2.786, 3.137, -0.083], [-1.058, -2.534, -4.068], [-1.095, -2.394, -2.285], [-2.105, -3.125, -1.836], [-2.492, -3.267, -0.461], [-3.558, -4.043, -0.172], [-4.308, -4.734, -1.192], [-3.977, -4.632, -2.495], [-2.854, -3.810, -2.857], [-2.443, -3.629, -4.099], [-1.933, -2.772, 0.327], [-3.860, -4.163, 0.859], [-5.144, -5.348, -0.891], [-4.520, -5.144, -3.275]], "forces_ev_per_a": [[-0.32, 0.05, 0.03], [0.39, -0.19, -0.15], [-0.26, 0.30, -0.22], [0.09, -0.20, 0.25], [-0.15, 0.08, -0.02], [0.01, 0.03, -0.06], [0.01, -0.10, 0.15], [-0.01, 0.02, -0.03], [0.05, -0.02, 0.02], [0.12, 0.07, -0.04], [0.02, 0.05, -0.09], [0.07, -0.02, -0.03], [0.03, -0.02, 0.02], [-0.04, 0.14, -0.09], [0.01, 0.25, 0.02], [-0.01, -0.34, 0.10], [0.06, 0.03, 0.02], [0.05, 0.00, 0.02], [0.01, -0.03, -0.01], [0.00, -0.02, -0.01], [-0.02, 0.00, 0.00], [0.01, 0.03, -0.02], [0.10, 0.12, 0.07], [0.00, 0.02, -0.09], [0.05, -0.09, 0.01], [-0.01, 0.03, -0.04], [0.01, 0.00, -0.06], [0.08, -0.13, 0.03], [0.05, -0.42, -0.16], [-0.27, 0.24, 0.00], [0.19, -0.35, 0.00], [-0.04, 0.05, 0.00], [-0.04, 0.03, -0.04], [0.04, -0.08, -0.05], [0.02, -0.03, 0.10], [-0.05, 0.18, 0.25], [-0.03, -0.03, -0.07], [0.00, 0.01, 0.00], [0.00, -0.01, 0.01], [0.05, -0.01, 0.02], [0.00, -0.02, -0.09], [-0.08, -0.07, -0.04], [-0.01, 0.00, 0.00], [-0.02, -0.02, -0.06], [-0.05, 0.01, 0.02], [-0.02, 0.06, 0.01], [0.04, 0.05, -0.01], [0.05, 0.00, -0.02], [0.01, -0.04, 0.00], [-0.03, 0.02, -0.02], [-0.02, 0.05, 0.05], [0.01, -0.02, 0.08], [0.02, -0.05, 0.03], [-0.03, 0.11, 0.06], [-0.16, 0.27, 0.10], [0.02, -0.06, 0.03], [0.02, -0.01, 0.05], [-0.04, 0.03, 0.05], [0.03, -0.01, 0.02], [0.06, -0.05, 0.00], [-0.03, -0.04, -0.02], [-0.05, 0.01, -0.04], [-0.02, 0.04, 0.01], [0.04, 0.04, -0.05], [-0.20, -0.32, 0.08], [-0.04, 0.21, 0.10], [0.10, 0.01, 0.25], [0.21, 0.11, -0.09], [-0.14, -0.14, -0.12], [0.12, 0.11, 0.15], [0.15, 0.09, -0.09], [-0.11, -0.14, -0.23], [0.03, 0.18, 0.04], [-0.02, -0.01, -0.11], [-0.03, -0.01, 0.06], [-0.04, -0.02, 0.01], [-0.03, -0.03, -0.05]], "mulliken_charge": [1.4003, -0.2988, 1.1155, -0.9852, -0.3571, -0.7971, 0.2690, -0.2013, -0.2272, -0.3105, 0.4545, 0.4102, 0.4329, -1.3153, 0.7826, -0.2503, 0.6036, -0.2541, -0.7873, -0.5702, -0.5742, -0.6466, 1.0883, -0.1223, -0.7394, -0.6218, -0.7383, -0.5334, 0.7781, 1.0899, 0.1502, -1.1621, -0.6666, -0.8642, -0.4240, 0.1944, -0.2352, -0.5520, -0.6223, -0.9186, -0.4860, 0.4520, 0.3297, 0.3232, 0.2801, 0.4258, 0.3991, 0.4277, 0.4112, 0.2037, 0.4452, 0.4347, 0.4704, 0.3064, 0.1235, 0.5052, 0.4255, 0.4561, 0.2533, 0.1340, 0.4847, 0.4115, 0.4396, 0.4062, 0.2852, -0.4418, 0.6350, -0.0313, -0.8691, -0.5952, -0.7498, 0.7638, -0.7902, 0.3549, 0.4816, 0.4151, 0.4851], "spin_multiplicity": 6, "s2": 8.7601, "charge": 1, "e_homo_ev": [-10.351, -10.501], "homo_lumo_gap_ev": [6.64, 6.72], "de_lowest_kj_mol": 126.5}

---

3.
{"formula": "C37H30Cl3CuNP2", "method": "ωB97M-V/def2-TZVPD", "elements": ["Cu", "Cl", "C", "C", "C", "C", "C", "C", "P", "C", "C", "C", "C", "C", "C", "C", "C", "C", "C", "C", "C", "H", "H", "H", "H", "H", "H", "H", "H", "H", "H", "H", "H", "H", "H", "C", "P", "C", "C", "C", "C", "C", "C", "C", "C", "C", "C", "C", "C", "H", "H", "H", "H", "H", "H", "H", "H", "H", "H", "H", "H", "H", "Cl", "C", "C", "C", "C", "C", "Cl", "C", "N", "H", "H", "H"], "positions_angstrom": [[0.394, 0.524, -1.403], [0.447, -2.625, -2.037], [-1.005, -3.187, -1.295], [-1.246, -4.539, -1.216], [-2.425, -4.983, -0.621], [-3.349, -4.062, -0.137], [-3.108, -2.711, -0.226], [-1.909, -2.240, -0.792], [-1.535, -0.474, -0.965], [-3.035, 0.065, -1.875], [-3.037, -0.274, -3.230], [-4.141, -0.025, -4.020], [-5.261, 0.578, -3.467], [-5.249, 0.958, -2.135], [-4.149, 0.704, -1.337], [-1.810, 0.182, 0.709], [-1.835, 1.571, 0.854], [-1.824, 2.139, 2.113], [-1.763, 1.332, 3.240], [-1.705, -0.045, 3.101], [-1.720, -0.620, 1.843], [-0.521, -5.233, -1.617], [-2.617, -6.042, -0.536], [-4.269, -4.415, 0.313], [-3.833, -2.002, 0.152], [-2.152, -0.739, -3.652], [-4.135, -0.293, -5.070], [-6.133, 0.756, -4.080], [-6.108, 1.463, -1.712], [-4.155, 1.007, -0.298], [-1.860, 2.195, -0.031], [-1.840, 3.214, 2.218], [-1.758, 1.781, 4.223], [-1.633, -0.678, 3.979], [-1.672, -1.697, 1.739], [3.597, -0.338, -0.332], [1.837, -0.464, 0.205], [1.886, -2.075, 1.058], [2.429, -3.189, 0.408], [2.297, -4.452, 0.950], [1.628, -4.632, 2.151], [1.088, -3.534, 2.804], [1.194, -2.273, 2.254], [1.953, 0.764, 1.557], [1.444, 2.024, 1.269], [1.586, 3.069, 2.162], [2.239, 2.864, 3.364], [2.759, 1.614, 3.657], [2.629, 0.568, 2.759], [3.773, -0.938, -1.223], [4.263, -0.655, 0.475], [3.784, 0.708, -0.576], [2.962, -3.064, -0.526], [2.702, -5.312, 0.432], [1.526, -5.625, 2.566], [0.566, -3.672, 3.742], [0.757, -1.422, 2.759], [0.944, 2.182, 0.320], [1.191, 4.042, 1.911], [2.346, 3.682, 4.063], [3.276, 1.458, 4.594], [3.049, -0.399, 3.001], [-0.019, 4.830, -1.223], [1.520, 4.365, -1.893], [2.510, 5.305, -1.969], [3.763, 4.971, -2.473], [3.980, 3.667, -2.907], [2.978, 2.741, -2.825], [3.296, 1.123, -3.395], [1.673, 2.986, -2.269], [0.739, 2.114, -2.130], [2.303, 6.306, -1.620], [4.557, 5.700, -2.519], [4.942, 3.376, -3.310]], "forces_ev_per_a": [[0.09, -0.85, 0.07], [0.25, -0.47, -0.58], [-0.30, 0.88, 0.33], [-0.42, -0.62, 0.22], [0.32, 0.35, -0.15], [-0.16, -0.47, 0.07], [0.69, 0.32, -0.28], [-0.26, -0.70, 0.00], [-0.41, 0.95, -0.02], [-0.04, -0.26, -0.10], [0.17, 0.00, 0.15], [-0.14, -0.02, -0.11], [0.03, 0.02, -0.03], [-0.26, 0.10, -0.09], [0.32, -0.14, 0.05], [0.23, -0.15, 0.13], [-0.22, -0.07, -0.11], [-0.08, 0.03, 0.04], [-0.01, -0.05, 0.09], [0.03, 0.06, 0.27], [-0.21, -0.04, -0.19], [0.01, -0.03, 0.03], [-0.02, -0.10, -0.03], [-0.02, -0.01, 0.01], [0.00, 0.06, -0.02], [-0.01, 0.03, -0.05], [0.03, -0.02, 0.02], [-0.05, 0.08, -0.01], [-0.06, 0.00, 0.03], [0.00, -0.04, 0.04], [0.16, 0.10, -0.03], [0.00, 0.08, -0.03], [0.06, 0.01, 0.06], [-0.02, 0.02, 0.01], [0.06, 0.03, 0.05], [-0.09, -0.15, 0.02], [0.67, 0.63, 0.03], [-0.38, -0.15, -0.09], [0.12, 0.35, 0.13], [0.00, -0.27, 0.05], [-0.03, -0.01, 0.01], [-0.09, -0.33, 0.12], [0.20, 0.18, -0.13], [-0.08, -0.05, 0.03], [-0.09, -0.07, -0.10], [0.09, 0.13, 0.17], [-0.09, 0.11, -0.07], [0.11, -0.07, 0.22], [-0.06, -0.02, 0.01], [0.05, 0.07, -0.06], [-0.04, 0.01, -0.03], [-0.03, -0.07, -0.10], [-0.03, 0.01, 0.00], [0.06, 0.02, -0.02], [-0.01, -0.04, 0.06], [-0.04, 0.01, 0.07], [-0.03, 0.00, 0.02], [-0.05, 0.16, -0.18], [-0.06, 0.11, -0.08], [0.04, 0.03, 0.09], [0.06, -0.05, 0.07], [0.04, -0.07, 0.00], [-0.31, 0.12, 0.20], [0.26, 0.30, 0.10], [0.03, 0.13, 0.02], [0.33, 0.25, -0.03], [0.10, 0.08, -0.04], [0.33, -0.01, -0.06], [0.14, -0.24, -0.23], [-0.53, -0.61, 0.04], [-0.43, 0.17, -0.01], [0.02, 0.13, 0.02], [0.05, 0.11, -0.01], [0.03, -0.01, -0.03]], "mulliken_charge": [-1.4776, -0.1167, 0.9578, -0.5791, -0.5574, -0.8068, -0.2806, -0.3483, 1.4299, 0.3797, -0.6235, -0.6461, -0.4625, -0.6859, -0.0380, 0.7886, -0.7859, -0.8271, -0.6101, -0.5793, -0.5402, 0.4407, 0.3951, 0.3952, 0.4915, 0.4169, 0.3868, 0.3644, 0.3999, 0.3362, 0.5551, 0.4001, 0.4010, 0.3885, 0.3664, -1.4181, 1.7644, 0.5189, -0.7596, -0.6378, -0.5920, -0.7469, -0.7452, 0.2415, -0.9425, -0.5354, -0.6068, -0.7485, -0.2179, 0.4440, 0.4228, 0.3416, 0.2929, 0.4187, 0.3849, 0.4114, 0.6104, 0.3070, 0.5382, 0.3863, 0.4207, 0.4751, -0.2634, 0.7039, -0.6814, -0.3198, -0.7266, 0.9160, -0.2190, -0.5696, -0.2369, 0.3482, 0.3480, 0.3440], "charge": -1, "e_homo_ev": -2.145, "homo_lumo_gap_ev": 4.47, "de_lowest_kj_mol": 0.0}